# 1
15
Properties=species:S:1:pos:R:3:mulliken_charge:R:1 method="wB97M-V/def2-TZVPD" total_charge=0 homo_energy_ev=-9.52 gap_ev=10.146 lumo_ev=0.624
C 0.5916 -2.0807 0.8609 -0.65
N 1.4162 -1.1939 1.6540 -0.59
H 1.2707 -1.4906 2.6242 0.24
H -1.4370 3.6179 -0.3766 0.36
H 1.0074 -0.2743 1.7991 0.25
H -0.3902 -2.3674 1.2576 0.25
H 0.9997 -3.0956 0.7285 0.32
H 0.4950 -1.7323 -0.1638 0.14
C -0.2176 0.9533 -1.6971 -0.36
C -1.0864 1.5810 -0.6490 0.55
O -0.7965 2.8726 -0.3934 -0.48
O -1.8834 0.9656 -0.0068 -0.50
H -0.6665 0.8849 -2.6806 0.29
H -0.0682 -0.0584 -1.3210 -0.11
H 0.7650 1.4177 -1.6359 0.30

---

# 2
137
Properties=species:S:1:pos:R:3:mulliken_charge:R:1 method="wB97M-V/def2-TZVPD" total_charge=-2 homo_energy_ev=-2.26 gap_ev=5.697 lumo_ev=3.434
Rb -0.3800 -1.1102 0.7859 1.26
C -4.9432 -2.0174 2.4393 -1.13
C -4.0706 -3.1615 2.8749 1.21
C -4.5306 -4.4716 2.8485 -0.71
C -3.6925 -5.5246 3.1846 -0.91
C -2.3836 -5.2669 3.5650 -0.91
C -1.8863 -3.9690 3.6305 1.43
C -0.4568 -3.7015 4.0078 -1.15
C -2.7521 -2.9235 3.2800 -1.33
N -2.2689 -1.6031 3.2166 1.12
C -2.2638 -0.8303 4.2170 0.55
C -2.7472 -1.2199 5.5908 -1.99
C -1.7355 0.5694 4.0230 0.36
C -1.8535 1.5406 5.1700 -1.91
N -1.2412 0.8507 2.8960 1.30
C -0.7066 2.1130 2.5718 -0.83
C -1.4564 2.9345 1.7222 0.82
C -2.8076 2.4847 1.2408 -1.25
C -0.9101 4.1446 1.3165 -0.79
C 0.3543 4.5292 1.7362 -0.73
C 1.0877 3.6902 2.5611 -0.89
C 0.5875 2.4614 2.9790 1.39
C 1.4373 1.5046 3.7708 -0.86
H -5.9142 -2.3782 2.1020 0.02
H -4.4770 -1.4637 1.6187 0.41
H -5.1097 -1.3005 3.2475 0.31
H -5.5525 -4.6613 2.5365 0.47
H -4.0564 -6.5442 3.1426 0.42
H -1.7208 -6.0869 3.8170 0.40
H -0.0551 -4.5315 4.5904 0.46
H -0.3514 -2.7878 4.5940 0.23
H 0.1680 -3.5749 3.1102 0.19
H -3.0711 -2.2578 5.5983 0.49
H -3.5788 -0.5840 5.9019 0.38
H -1.9468 -1.0931 6.3226 0.38
H -1.3010 1.1805 6.0402 0.38
H -2.8981 1.6535 5.4684 0.44
H -1.4590 2.5117 4.8803 0.43
H -2.7366 1.6110 0.5878 0.19
H -3.2995 3.2688 0.6682 0.25
H -3.4637 2.1946 2.0639 0.29
H -1.4781 4.7755 0.6428 0.33
H 0.7785 5.4663 1.3965 0.42
H 2.0884 3.9731 2.8694 0.35
H 2.3570 1.9942 4.0927 0.39
H 1.7048 0.6299 3.1630 -0.01
H 0.9226 1.1341 4.6603 0.31
O 3.4680 -3.0013 2.0642 -0.81
S 2.3489 -2.3857 1.3488 0.52
O 2.7102 -2.1030 -0.0761 -0.61
O 1.1382 -3.2647 1.3594 -0.81
O 1.9554 -1.0859 1.9920 -0.83
S -6.4988 -4.1565 -2.1516 -0.30
C -4.8553 -3.5789 -1.7433 0.06
C -4.2949 -2.5232 -2.4388 -0.07
C -3.0824 -2.0150 -1.9861 -0.41
N -2.4407 -2.4985 -0.9291 -0.23
C -2.9677 -3.5502 -0.3005 -0.80
C -4.1706 -4.1265 -0.6671 -0.27
C -7.3575 -3.2276 -0.8879 0.21
C -7.1450 -1.8689 -0.7196 0.24
C -7.8497 -1.2180 0.2853 -0.35
N -8.7397 -1.8173 1.0795 -0.67
C -8.9382 -3.1210 0.8927 -0.39
C -8.2728 -3.8731 -0.0632 -0.23
H -4.8172 -2.0531 -3.2595 0.36
H -2.6517 -1.1433 -2.4635 0.32
H -2.4103 -3.9367 0.5470 0.53
H -4.5761 -4.9580 -0.1075 0.56
H -6.4293 -1.3057 -1.3116 -0.01
H -7.6699 -0.1611 0.4468 0.47
H -9.6605 -3.5936 1.5514 0.34
H -8.4501 -4.9362 -0.1586 0.39
C 2.8696 -0.1741 -2.3581 -1.11
C 3.9338 0.6622 -3.0552 -0.96
As 4.8798 -0.4285 -4.3947 0.23
C 5.7749 -1.6079 -3.1213 -0.03
C 5.3351 -2.9228 -3.0092 -0.29
C 5.8460 -3.7590 -2.0262 -0.52
C 6.8193 -3.2906 -1.1581 -0.42
C 7.2790 -1.9859 -1.2749 -0.64
C 6.7527 -1.1464 -2.2442 0.12
C 6.3979 0.7656 -4.7460 -0.10
C 7.5826 0.2256 -5.2455 -0.23
C 8.6651 1.0364 -5.5493 -0.62
C 8.5782 2.4111 -5.3658 -0.36
C 7.4041 2.9614 -4.8749 -0.67
C 6.3229 2.1437 -4.5675 -0.04
P 2.1073 0.5267 -0.8176 -0.01
C 3.5790 0.9815 0.1665 1.00
C 3.6040 2.1711 0.8923 -0.78
C 4.6675 2.4768 1.7296 -0.70
C 5.7265 1.5905 1.8588 -0.88
C 5.7003 0.3933 1.1567 -0.81
C 4.6358 0.0848 0.3242 -0.45
C 1.5469 2.1734 -1.4655 0.52
C 0.1725 2.2957 -1.6739 -1.01
C -0.3928 3.4634 -2.1683 -0.17
C 0.4220 4.5469 -2.4579 -0.71
C 1.7937 4.4503 -2.2547 -0.77
C 2.3506 3.2759 -1.7667 -0.13
H 3.2385 -1.1512 -2.0357 0.32
H 2.0315 -0.3659 -3.0349 0.63
H 4.6681 1.0466 -2.3428 0.44
H 3.4748 1.5084 -3.5702 0.83
H 4.5545 -3.2831 -3.6698 0.33
H 5.4608 -4.7646 -1.9183 0.38
H 7.1964 -3.9300 -0.3705 0.35
H 8.0222 -1.6100 -0.5827 0.39
H 7.0891 -0.1171 -2.2998 0.32
H 7.6621 -0.8479 -5.3801 0.36
H 9.5804 0.5954 -5.9258 0.35
H 9.4236 3.0467 -5.5992 0.36
H 7.3292 4.0311 -4.7213 0.37
H 5.4185 2.5902 -4.1719 0.38
H 2.7760 2.8622 0.8124 0.63
H 4.6619 3.4053 2.2908 0.37
H 6.5549 1.8195 2.5196 0.34
H 6.4982 -0.3282 1.2856 0.46
H 4.5796 -0.8864 -0.1487 0.52
H -0.4771 1.4607 -1.4297 0.45
H -1.4644 3.5264 -2.3129 0.34
H -0.0118 5.4662 -2.8339 0.41
H 2.4358 5.2963 -2.4756 0.36
H 3.4198 3.2187 -1.6020 0.52
S -5.0512 0.9486 -1.4344 -0.26
C -4.4924 2.3447 -2.3102 0.25
C -4.6620 3.6509 -1.8108 -0.50
C -4.2295 4.7667 -2.5116 -0.55
C -3.6091 4.6346 -3.7491 -0.51
C -3.4243 3.3547 -4.2613 -0.57
C -3.8488 2.2386 -3.5590 -0.50
H -5.1570 3.7690 -0.8543 0.40
H -4.3809 5.7537 -2.0862 0.32
H -3.2669 5.5053 -4.2954 0.39
H -2.9295 3.2248 -5.2179 0.31
H -3.6973 1.2483 -3.9717 0.29

---

# 3
16
Properties=species:S:1:pos:R:3:mulliken_charge:R:1 method="wB97M-V/def2-TZVPD" total_charge=0 s2=0.754 spin_multiplicity=2 homo_energy_ev="-9.08 / -9.08" gap_ev="9.450 / 5.084" lumo_ev="0.368 / -3.997"
C -0.3221 0.1456 -3.1369 -0.91
C 0.0847 0.4402 -1.7105 0.71
O 0.6778 1.5750 -1.5884 -0.22
O -0.0972 -0.4088 -0.8542 -0.64
H -1.3046 0.6899 -3.1448 0.24
H -0.1682 -0.9005 -3.3828 0.32
H 0.3793 0.5475 -3.8601 0.35
C -0.1756 0.7857 2.1631 -0.48
C 0.4055 -0.5448 2.4666 0.58
O 0.9644 -0.7373 3.5328 -0.62
N 0.3215 -1.4997 1.4724 -0.36
H 0.5430 -2.4419 1.7245 0.16
H 0.0051 -1.2046 0.5015 0.46
H -0.3584 0.8029 1.0502 -0.16
H 0.2685 1.7697 2.3173 0.33
H -1.2237 0.9811 2.4492 0.24

---

# 4
61
Properties=species:S:1:pos:R:3:mulliken_charge:R:1 method="wB97M-V/def2-TZVPD" total_charge=+2 s2=3.832 spin_multiplicity=4 homo_energy_ev="-12.04 / -13.65" gap_ev="5.420 / 6.646" lumo_ev="-6.620 / -6.999"
C -3.0446 3.7272 -2.0747 -0.66
C -2.7622 2.7899 -1.0489 -0.44
C -2.2688 1.5253 -1.3252 -0.52
C -2.0329 1.1261 -2.6237 0.40
N -1.5592 -0.0944 -2.9977 -0.48
C -1.4282 -0.3060 -4.2631 0.62
C -0.9631 -1.6219 -4.7932 -0.75
C -1.8706 -2.1349 -5.9260 -0.66
C -2.1049 -1.0791 -7.0240 -0.70
C -2.6793 0.2342 -6.4644 -0.81
C -1.8069 0.7837 -5.2626 0.52
C -2.3505 2.0697 -3.7334 0.13
C -2.8719 3.4176 -3.3745 -0.49
H -3.3941 4.7102 -1.8060 0.41
H -2.9351 3.0741 -0.0246 0.46
H -2.0642 0.8344 -0.5273 0.59
H 0.0689 -1.5247 -5.1493 0.38
H -0.9263 -2.3400 -3.9667 0.18
H -1.4601 -3.0532 -6.3642 0.36
H -2.8376 -2.4276 -5.5011 0.32
H -1.1553 -0.8640 -7.5295 0.37
H -2.7665 -1.4779 -7.8058 0.36
H -2.7663 0.9923 -7.2568 0.36
H -3.7049 0.0566 -6.1185 0.42
H -2.7078 1.4664 -4.7235 -0.05
H -0.8499 1.0881 -5.7853 0.50
H -1.6862 1.9209 -4.7353 -0.28
H -3.0751 4.1326 -4.1554 0.46
O 5.0853 -1.0632 6.8721 -0.23
C 4.5806 -0.2858 6.2097 0.34
Cr 3.7362 0.9829 5.1308 0.05
C 3.7764 -0.1723 3.6638 0.33
O 3.7845 -0.8770 2.7686 -0.24
C 5.3442 1.7638 4.5975 0.38
O 6.3177 2.2573 4.2707 -0.25
C 3.1993 2.4308 6.6454 -0.66
C 2.4372 1.2495 6.8506 -0.51
C 1.6958 0.6849 5.7873 -0.52
C 1.6866 1.3069 4.4903 1.58
C 1.0091 0.7130 3.4256 -0.75
C 0.5669 0.0521 2.4574 -0.15
C 0.2113 -0.7255 1.4438 -0.75
C 0.0296 -2.1312 1.5276 0.80
C -0.3502 -2.8624 0.3901 -0.47
C -0.5865 -4.2127 0.4722 -0.70
C -0.4500 -4.8690 1.6828 -0.38
C -0.0487 -4.1768 2.8111 -0.74
C 0.1997 -2.8278 2.7371 -0.18
C 2.4567 2.5071 4.3041 -0.72
C 3.1905 3.0652 5.3751 -0.53
H 3.7486 2.8819 7.4771 0.47
H 2.3843 0.8038 7.8493 0.59
H 1.0767 -0.2012 5.9505 0.58
H 0.0748 -0.2585 0.4839 0.44
H -0.4618 -2.3466 -0.5481 0.52
H -0.8762 -4.7635 -0.4088 0.39
H -0.6574 -5.9245 1.7481 0.40
H 0.0725 -4.6974 3.7483 0.41
H 0.5382 -2.2912 3.6057 0.36
H 2.4529 2.9892 3.3247 0.52
H 3.7791 3.9728 5.2164 0.61